Here is 3 unconnected molecules or ions with the total composition C28H55O3P from the OMol25 dataset. Energies are from the ωB97M-V functional and the def2-TZVPD basis.

HOMO	-8.0	eV
ΔE to the lowest compared entry with this formula, charge and spin	94.4	kcal per mole
SMILES string	CCCCOP(C[C@H](C)OCc1ccccc1)OCC.CCCCCC.CCCCCC
Kohn-Sham gap	8.53	eV

Structure (ORCA input):
```
! wB97M-V def2-TZVPD RIJCOSX def2/J DEFGRID3
* xyz 0 1
C -1.72 1.30 -2.01
C -2.24 -0.18 -1.63
C -0.97 -1.18 -1.58
C -0.77 -1.95 -3.01
O -0.12 -1.06 -3.94
P 0.81 -1.91 -5.11
C 2.58 -1.95 -4.36
C 2.91 -0.60 -3.51
C 2.65 0.75 -4.37
O 4.29 -0.72 -3.09
C 4.56 0.02 -1.89
C 3.92 -0.73 -0.60
C 4.24 -2.24 -0.40
C 3.59 -2.95 0.81
C 2.63 -2.13 1.73
C 2.34 -0.61 1.54
C 3.00 0.11 0.32
O 1.01 -1.03 -6.57
C 0.15 0.14 -6.67
C 0.84 1.11 -7.79
H -2.50 1.90 -2.61
H -0.78 1.25 -2.67
H -1.44 1.92 -1.08
H -2.79 -0.11 -0.63
H -2.99 -0.47 -2.44
H -0.04 -0.53 -1.44
H -1.04 -1.92 -0.71
H -1.83 -2.21 -3.36
H -0.20 -2.92 -2.86
H 2.63 -2.83 -3.63
H 3.34 -2.12 -5.19
H 2.15 -0.58 -2.66
H 1.55 1.05 -4.15
H 3.30 1.58 -3.91
H 2.82 0.62 -5.49
H 5.70 -0.01 -1.71
H 4.23 1.12 -1.95
H 4.93 -2.75 -1.15
H 3.79 -4.06 0.96
H 2.11 -2.65 2.61
H 1.64 -0.01 2.21
H 2.82 1.22 0.11
H 0.09 0.78 -5.72
H -0.87 -0.19 -7.07
H 1.67 0.49 -8.30
H 0.08 1.54 -8.53
H 1.40 1.93 -7.20
C 2.22 0.76 5.94
C 3.51 0.05 6.32
C 3.66 -1.32 5.66
C 2.59 -2.35 6.03
C 2.47 -2.65 7.53
C 3.73 -3.26 8.13
H 1.34 0.21 6.28
H 2.18 1.75 6.41
H 2.15 0.90 4.86
H 3.57 -0.04 7.41
H 4.36 0.67 6.01
H 4.65 -1.72 5.90
H 3.65 -1.19 4.57
H 2.81 -3.29 5.50
H 1.62 -2.02 5.66
H 1.64 -3.36 7.67
H 2.19 -1.75 8.08
H 4.00 -4.18 7.62
H 3.57 -3.49 9.19
H 4.57 -2.57 8.07
C -4.24 3.78 0.81
C -4.82 2.38 0.66
C -5.36 2.10 -0.74
C -6.53 2.99 -1.18
C -7.76 2.95 -0.27
C -8.41 1.57 -0.18
H -5.01 4.55 0.67
H -3.83 3.91 1.82
H -3.44 3.95 0.10
H -5.59 2.21 1.41
H -4.02 1.65 0.87
H -5.66 1.05 -0.80
H -4.55 2.22 -1.47
H -6.83 2.69 -2.19
H -6.19 4.02 -1.26
H -8.50 3.66 -0.65
H -7.50 3.30 0.74
H -8.71 1.22 -1.17
H -9.30 1.61 0.45
H -7.73 0.83 0.26
*
```



Here is 7 unconnected molecules or ions with the total composition C28H57IN9O9PS from the OMol25 dataset. Energies are from the ωB97M-V functional and the def2-TZVPD basis.

HOMO	-8.1	eV
SMILES string	O=C1N[C@H](CCCCSc2nnco2)C[C@@H]1P(O)I.CN(C)C=O.CN(C)C=O.CN(C)C=O.CN(C)C=O.CN(C)C=O.CN(C)C=O
Kohn-Sham gap	8.26	eV

Structure (ORCA input):
```
! wB97M-V def2-TZVPD RIJCOSX def2/J DEFGRID3
* xyz 0 1
O 5.47 0.61 1.85
C 4.59 0.18 1.13
N 3.75 -0.88 1.44
C 2.57 -0.90 0.53
C 1.95 -2.30 0.63
C 0.44 -2.37 0.45
C -0.09 -2.00 -0.93
C -0.22 -0.51 -1.23
S -1.20 0.23 0.09
C -1.13 1.95 -0.15
N -0.61 2.64 -1.07
N -0.91 3.95 -0.72
C -1.57 3.95 0.33
O -1.75 2.65 0.79
C 3.29 -0.51 -0.75
C 4.20 0.62 -0.28
P 5.59 0.98 -1.46
O 6.86 1.34 -0.54
I 4.87 3.06 -2.56
H 3.57 -1.03 2.42
H 1.92 -0.14 0.96
H 2.47 -3.01 -0.01
H 2.15 -2.64 1.65
H 0.17 -3.42 0.61
H -0.03 -1.81 1.26
H -1.09 -2.43 -1.01
H 0.51 -2.48 -1.70
H -0.78 -0.41 -2.15
H 0.71 0.02 -1.38
H -1.96 4.78 0.88
H 3.94 -1.36 -0.95
H 2.71 -0.34 -1.64
H 3.63 1.55 -0.19
H 7.57 0.76 -0.81
C 10.17 1.76 -5.93
N 9.07 1.63 -5.00
C 7.73 1.38 -5.51
C 9.23 1.74 -3.67
O 8.33 1.63 -2.86
H 9.99 2.60 -6.61
H 10.28 0.85 -6.51
H 11.10 1.95 -5.39
H 7.06 2.18 -5.20
H 7.35 0.44 -5.11
H 7.76 1.32 -6.60
H 10.28 1.93 -3.37
C -2.77 0.26 4.18
N -2.53 -1.17 4.23
C -2.13 -1.79 5.49
C -2.66 -1.95 3.15
O -2.47 -3.16 3.14
H -1.86 0.80 4.47
H -3.57 0.52 4.87
H -3.05 0.55 3.18
H -1.17 -2.27 5.38
H -2.86 -2.54 5.78
H -2.07 -1.02 6.27
H -2.96 -1.39 2.25
C 0.61 -7.89 1.37
N -0.09 -6.95 0.51
C -1.44 -6.53 0.86
C 0.47 -6.45 -0.60
O -0.08 -5.66 -1.35
H 0.05 -8.82 1.43
H 0.71 -7.47 2.37
H 1.60 -8.10 0.97
H -2.13 -6.80 0.06
H -1.47 -5.45 1.00
H -1.74 -7.02 1.78
H 1.49 -6.82 -0.78
C -0.13 7.70 4.26
N -1.16 7.55 3.24
C -2.56 7.60 3.63
C -0.86 7.37 1.95
O -1.68 7.23 1.06
H -0.23 6.91 5.01
H -0.24 8.67 4.75
H 0.85 7.64 3.81
H -3.05 6.67 3.36
H -3.06 8.42 3.11
H -2.63 7.76 4.71
H 0.23 7.34 1.75
C -3.95 2.93 -1.89
N -4.97 2.77 -2.91
C -6.37 2.81 -2.53
C -4.66 2.59 -4.21
O -5.48 2.45 -5.10
H -4.06 2.14 -1.15
H -4.07 3.90 -1.40
H -2.95 2.88 -2.32
H -6.86 1.87 -2.80
H -6.88 3.62 -3.05
H -6.45 2.97 -1.45
H -3.58 2.57 -4.40
C -4.04 -3.80 -0.75
N -5.24 -3.94 0.05
C -6.51 -4.17 -0.61
C -5.20 -3.86 1.40
O -6.17 -3.97 2.12
H -4.14 -2.95 -1.43
H -3.86 -4.70 -1.34
H -3.18 -3.63 -0.11
H -7.21 -3.37 -0.36
H -6.94 -5.12 -0.27
H -6.37 -4.21 -1.68
H -4.19 -3.68 1.79
*
```



Here is a molecular structure, C28H57IrNOSi2Te2 from the OMol25 dataset. Energies are from the ωB97M-V functional and the def2-TZVPD basis.

HOMO (alpha / beta)	-14.2 / -14.3	eV
ΔE to the lowest compared entry with this formula, charge and spin	0.0	kcal per mole
Kohn-Sham gap (alpha / beta)	7.81 / 6.38	eV

Structure (ORCA input):
```
! wB97M-V def2-TZVPD RIJCOSX def2/J DEFGRID3
* xyz 2 2
Ir -0.66 1.49 0.66
C -0.96 2.09 2.70
C -0.32 3.16 2.01
C -1.26 3.58 0.93
C -2.39 2.74 1.04
C -2.22 1.79 2.08
C -3.25 0.77 2.52
C -4.51 1.54 2.94
C -3.58 -0.17 1.37
C -2.72 -0.04 3.71
C -1.22 4.73 -0.09
C -2.62 4.91 -0.69
C -0.84 6.05 0.59
C -0.28 4.41 -1.26
C 1.03 3.68 2.50
C 0.76 4.88 3.43
C 1.99 4.06 1.38
C 1.75 2.61 3.34
H -0.55 1.54 3.52
H -3.28 2.81 0.43
H -4.96 2.07 2.10
H -4.29 2.27 3.72
H -5.25 0.85 3.33
H -3.96 0.38 0.50
H -4.37 -0.86 1.67
H -2.72 -0.76 1.07
H -2.48 0.61 4.56
H -1.83 -0.61 3.44
H -3.49 -0.74 4.04
H -3.37 5.12 0.08
H -2.94 4.05 -1.27
H -2.60 5.77 -1.36
H -1.49 6.25 1.44
H -0.99 6.86 -0.13
H 0.19 6.08 0.91
H -0.65 3.54 -1.80
H 0.74 4.23 -0.96
H -0.28 5.26 -1.96
H 0.34 5.73 2.92
H 1.69 5.19 3.90
H 0.07 4.59 4.23
H 1.67 4.92 0.80
H 2.16 3.22 0.71
H 2.96 4.32 1.82
H 1.22 2.38 4.27
H 2.72 3.00 3.63
H 1.90 1.70 2.77
C -2.59 1.48 -2.72
Te -1.10 0.35 -1.73
C 0.54 1.02 -2.90
H -2.27 2.51 -2.86
H -3.49 1.44 -2.11
H -2.78 1.01 -3.68
H 0.43 0.64 -3.91
H 1.44 0.62 -2.44
H 0.58 2.11 -2.91
O 2.20 -1.57 1.58
C 1.45 -0.73 1.22
N 0.73 0.10 0.76
C -0.95 -3.33 1.04
Si -0.26 -4.84 0.19
C -0.30 -6.36 1.26
C -1.10 -5.10 -1.45
C 1.60 -4.47 -0.11
Te 1.93 -2.83 -1.35
C 2.08 -3.86 -3.17
Si 3.91 -4.34 -3.58
C 3.83 -5.25 -5.19
C 4.54 -5.39 -2.18
C 4.86 -2.74 -3.72
H -2.02 -3.45 1.22
H -0.83 -2.44 0.41
H -0.46 -3.14 1.99
H -1.33 -6.61 1.52
H 0.26 -6.21 2.19
H 0.13 -7.22 0.74
H -2.16 -5.30 -1.28
H -0.70 -5.96 -1.99
H -1.04 -4.22 -2.10
H 2.11 -5.32 -0.56
H 2.07 -4.21 0.84
H 1.67 -3.22 -3.95
H 1.46 -4.76 -3.08
H 3.22 -6.15 -5.12
H 4.83 -5.56 -5.49
H 3.42 -4.63 -5.99
H 3.91 -6.27 -2.03
H 4.60 -4.84 -1.24
H 5.54 -5.75 -2.41
H 4.46 -2.10 -4.51
H 5.90 -2.94 -3.96
H 4.85 -2.16 -2.78
*
```



Here is 9 unconnected molecules or ions with the total composition C28H57NO11PS from the OMol25 dataset. Energies are from the ωB97M-V functional and the def2-TZVPD basis.

HOMO	-11.0	eV
Kohn-Sham gap	6.29	eV

Structure (ORCA input):
```
! wB97M-V def2-TZVPD RIJCOSX def2/J DEFGRID3
* xyz 1 1
O 0.81 2.19 3.34
P 0.63 1.61 2.01
O 0.86 0.06 2.03
O 1.54 2.23 0.90
N -1.08 1.82 1.64
C -1.64 2.98 1.71
C -3.13 2.93 1.46
S -3.84 4.01 2.78
C -3.32 1.42 1.90
C -2.09 0.81 1.24
H 0.35 -0.24 2.80
H 1.12 2.94 0.38
H -1.15 3.91 1.99
H -3.48 3.18 0.47
H -2.97 3.75 3.77
H -3.18 1.50 2.98
H -4.27 0.95 1.70
H -2.22 0.87 0.16
H -1.85 -0.22 1.49
C -1.77 -4.28 0.45
C -1.86 -2.97 -0.28
O -2.29 -1.97 0.27
C -1.41 -2.97 -1.71
H -2.12 -4.16 1.47
H -2.38 -5.03 -0.05
H -0.73 -4.62 0.46
H -2.00 -3.67 -2.28
H -0.35 -3.26 -1.74
H -1.52 -1.98 -2.14
C 5.49 -0.71 4.93
C 4.47 -1.47 4.12
O 4.49 -2.68 4.03
C 3.41 -0.66 3.41
H 6.19 -1.41 5.38
H 6.04 -0.02 4.28
H 4.99 -0.14 5.71
H 3.88 0.03 2.70
H 2.83 -0.08 4.14
H 2.75 -1.33 2.87
C -5.36 -4.45 -4.38
C -4.31 -3.39 -4.60
O -3.51 -3.11 -3.74
C -4.31 -2.70 -5.94
H -5.26 -4.86 -3.38
H -6.36 -4.02 -4.48
H -5.25 -5.25 -5.11
H -5.27 -2.20 -6.10
H -4.15 -3.44 -6.73
H -3.51 -1.97 -5.98
C 7.31 3.42 5.16
C 5.87 3.14 5.50
O 5.53 2.12 6.05
C 4.86 4.20 5.12
H 7.93 2.58 5.48
H 7.43 3.54 4.08
H 7.65 4.32 5.66
H 4.88 4.36 4.04
H 5.10 5.14 5.62
H 3.87 3.88 5.42
C 2.99 -6.28 -1.77
C 2.49 -4.92 -1.34
O 1.30 -4.71 -1.19
C 3.52 -3.86 -1.13
H 2.15 -6.96 -1.89
H 3.53 -6.20 -2.71
H 3.66 -6.68 -1.01
H 4.08 -3.69 -2.05
H 4.21 -4.16 -0.34
H 3.03 -2.93 -0.83
C -3.71 1.99 -6.17
C -2.67 0.90 -6.02
O -2.73 -0.12 -6.66
C -1.55 1.16 -5.04
H -4.46 1.68 -6.90
H -4.21 2.16 -5.21
H -3.25 2.91 -6.51
H -1.96 1.30 -4.04
H -1.00 2.05 -5.33
H -0.88 0.30 -5.03
C -9.05 5.25 4.18
C -7.81 5.87 3.58
O -7.56 5.78 2.40
C -6.90 6.63 4.51
H -9.61 4.74 3.39
H -8.77 4.52 4.94
H -9.68 6.01 4.62
H -6.53 5.96 5.29
H -7.44 7.46 4.98
H -6.06 7.03 3.95
C 7.50 -2.18 -4.26
C 6.02 -2.25 -3.96
O 5.56 -3.14 -3.29
C 5.16 -1.15 -4.53
H 8.01 -3.02 -3.80
H 7.66 -2.22 -5.34
H 7.92 -1.25 -3.87
H 5.22 -1.15 -5.62
H 5.48 -0.18 -4.15
H 4.12 -1.32 -4.24
*
```



| no. | E_tot (eV) |
| --- | --- |
| 1 | -45353.7312 |
| 2 | -90024.1792 |
| 3 | -66667.6196 |
| 4 | -74092.0161 |